Entry 1:
{"formula": "C4H10N2", "method": "ωB97M-V with the def2-TZVPD basis set", "relative_energy_kj_mol": 237.9, "fmax_ha_per_bohr": 0.026, "smiles": "C=NC.C=NC", "e_homo_ev": -9.3, "gap_ha": 0.382, "energy_ha": -267.8347, "total_charge": 0, "species": ["C", "N", "C", "H", "H", "H", "H", "H", "C", "N", "C", "H", "H", "H", "H", "H"], "xyz": [[2.07381, -0.07128, 1.19369], [1.57652, 0.13767, 0.06311], [1.18956, 1.50568, -0.28098], [2.14349, -1.08710, 1.57863], [2.35034, 0.72753, 1.89969], [2.07216, 2.15437, -0.17438], [0.49417, 1.88326, 0.47205], [0.70727, 1.50182, -1.24770], [-2.11244, -0.72052, 0.75267], [-1.45433, -0.12214, -0.13270], [-1.10225, -0.83765, -1.34233], [-2.40775, -0.24941, 1.68048], [-2.46679, -1.74042, 0.54204], [-0.58907, -0.16286, -2.02191], [-1.99453, -1.21620, -1.84928], [-0.48015, -1.70277, -1.13308]], "forces_ev_per_a": [[-0.1406, 0.1310, 0.5321], [-0.6670, -0.2347, -0.1401], [0.8334, 0.0016, 1.0481], [0.4522, -0.0687, -0.2712], [-0.1245, 0.0183, -0.0622], [-0.1705, 0.0377, -0.6753], [-0.2239, -0.1700, -0.2143], [0.2008, 0.3522, -0.1942], [-0.2947, -0.6984, -0.8833], [0.2516, 0.6524, 0.4765], [-0.4535, -0.1409, -0.2119], [0.0811, 0.1888, 0.0899], [-0.0353, -0.0763, 0.4540], [0.1137, -0.1309, -0.0205], [-0.1095, 0.0900, -0.0120], [0.2867, 0.0479, 0.0842]]}

---

Entry 2:
{"formula": "C4H10N2", "method": "ωB97M-V with the def2-TZVPD basis set", "relative_energy_kj_mol": 407.1, "fmax_ha_per_bohr": 0.086, "e_homo_ev": -8.5, "gap_ha": 0.353, "energy_ha": -267.7703, "total_charge": 0, "species": ["C", "C", "C", "C", "N", "N", "H", "H", "H", "H", "H", "H", "H", "H", "H", "H"], "xyz": [[-0.54866, -1.10845, 0.53215], [-0.93839, -1.42937, -0.92955], [0.12875, 2.10738, -0.12606], [1.16547, 1.05439, -0.06821], [0.69734, -1.52047, 0.99630], [0.35508, -0.16457, 1.05646], [-1.47903, -1.21576, 1.09115], [-1.58657, -2.37548, -0.76860], [-0.01403, -1.76569, -1.35275], [-1.60640, -0.63321, -1.45535], [0.42732, 2.98412, -0.73468], [-0.87464, 1.73826, -0.57646], [-0.16409, 2.42694, 0.86746], [1.65690, 0.69734, -1.07873], [2.00884, 1.20759, 0.62856], [0.77211, -2.00302, 1.91832]], "forces_ev_per_a": [[-3.0498, -0.0464, -1.4537], [-1.6199, -0.3907, 1.3063], [-1.9998, 0.2674, -1.0955], [0.7246, -3.4816, 0.9664], [1.9640, -2.3463, 0.3486], [1.3163, 3.9075, -1.5521], [0.3940, -0.0032, 0.7952], [0.8741, 1.4332, -0.6668], [0.2754, 0.2620, -1.2211], [1.6142, -1.3721, 0.8006], [-0.0256, -0.4247, 0.3840], [1.7358, 0.3355, 0.4402], [0.2362, 0.1874, 0.2086], [-1.5511, 0.2390, 1.9020], [-0.5003, 0.4345, -0.4478], [-0.3882, 0.9983, -0.7149]]}

---

Entry 3:
{"formula": "C4H10N2", "method": "ωB97M-V with the def2-TZVPD basis set", "relative_energy_kj_mol": 145.3, "fmax_ha_per_bohr": 0.045, "smiles": "[H]/N=C/N.C=CC", "e_homo_ev": -9.4, "gap_ha": 0.380, "energy_ha": -267.8700, "total_charge": 0, "species": ["H", "N", "C", "N", "H", "H", "H", "C", "C", "C", "H", "H", "H", "H", "H", "H"], "xyz": [[-2.38103, 2.14903, -0.42706], [-1.46358, 2.13507, -0.84820], [-0.65475, 2.91688, -0.27141], [0.64814, 3.06091, -0.60819], [-0.97349, 3.43751, 0.63669], [0.99910, 2.62866, -1.44513], [1.19779, 3.78781, -0.19219], [0.02761, -3.32110, 1.17284], [-0.25283, -2.15396, 0.60642], [0.74528, -1.45449, -0.29574], [-0.75734, -3.85476, 1.69258], [0.99826, -3.71125, 1.08280], [-1.26995, -1.84246, 0.39449], [0.98588, -1.94601, -1.23904], [0.40455, -0.42523, -0.40950], [1.74635, -1.40658, 0.15062]], "forces_ev_per_a": [[-0.0082, 0.0685, 0.1741], [0.1629, -0.3939, -0.9246], [-0.6982, -0.1993, 0.9648], [0.2970, 0.1042, -0.0746], [0.4072, 0.4078, -0.0884], [-0.1170, -0.0257, -0.0481], [-0.0287, -0.0004, 0.0077], [-1.6218, 1.0056, 0.2868], [0.5449, -0.9225, -2.0553], [0.6678, 0.5588, 1.0002], [0.2058, -0.2667, 0.0397], [1.1581, -0.5983, 0.2835], [-0.1653, 0.1697, 0.8416], [-0.8096, 0.0221, -0.2270], [0.1996, -0.0049, -0.5541], [-0.1944, 0.0749, 0.3738]]}

---

Entry 4:
{"formula": "C4H10N2", "method": "ωB97M-V with the def2-TZVPD basis set", "relative_energy_kj_mol": 438.0, "fmax_ha_per_bohr": 0.073, "e_homo_ev": -8.1, "gap_ha": 0.332, "energy_ha": -267.7585, "total_charge": 0, "species": ["C", "C", "C", "C", "N", "N", "H", "H", "H", "H", "H", "H", "H", "H", "H", "H"], "xyz": [[2.44126, -0.99842, 0.38093], [-2.61229, 0.46167, 0.77258], [1.32284, -0.33371, 0.14441], [1.14138, 0.80939, -0.78746], [-2.00195, -1.36892, -0.61238], [-2.23291, -0.16358, -0.31451], [2.58080, -1.88430, 1.10455], [3.43052, -0.83366, -0.12991], [-2.96344, 1.51009, 0.79069], [-2.89454, -0.10335, 1.57636], [0.47008, -0.73443, 0.53281], [1.97281, 0.92062, -1.33911], [0.77742, 1.81841, -0.46766], [0.39571, 0.59179, -1.43227], [-2.12858, -2.05522, 0.20083], [-2.15358, 0.32812, -1.20848]], "forces_ev_per_a": [[2.2626, -1.4786, 0.4625], [-0.2055, 2.0924, -1.3302], [1.7071, 0.6584, -0.4140], [-0.8149, 0.9928, 2.7883], [0.5044, -3.4722, 0.6560], [-0.8237, 1.2940, -0.3617], [-0.9389, 1.4257, -1.2002], [-1.1608, 0.4758, 0.4606], [0.6935, -0.7841, -0.6226], [-0.3019, -1.5759, 1.9288], [-2.3611, -0.7704, 1.4593], [3.1112, 0.7295, -1.9562], [0.7073, -0.8286, 0.8110], [-2.5185, -1.2197, -2.4064], [0.0991, 1.6716, -0.9721], [0.0403, 0.7894, 0.6971]]}

---

Entry 5:
{"formula": "C4H10N2", "method": "ωB97M-V with the def2-TZVPD basis set", "relative_energy_kj_mol": 323.4, "fmax_ha_per_bohr": 0.083, "smiles": "C=NC.C=NC", "e_homo_ev": -9.3, "gap_ha": 0.373, "energy_ha": -267.8021, "total_charge": 0, "species": ["C", "N", "C", "H", "H", "H", "H", "H", "C", "N", "C", "H", "H", "H", "H", "H"], "xyz": [[-2.06837, 0.45698, -1.71498], [-1.79920, -0.72424, -1.45402], [-0.83250, -1.50332, -2.16351], [-2.80341, 1.02941, -1.00038], [-1.42618, 0.96285, -2.53429], [-0.33394, -1.17206, -3.02652], [-1.12746, -2.51375, -2.22907], [0.04593, -1.85475, -1.43361], [2.17749, 1.26081, 1.05360], [1.68260, 0.91873, 2.13890], [0.73116, -0.14685, 2.34981], [2.89281, 2.02511, 0.99798], [1.95977, 1.06807, -0.00034], [0.21460, 0.02966, 3.28893], [1.35557, -1.02401, 2.43102], [-0.00815, -0.31774, 1.56263]], "forces_ev_per_a": [[0.5517, 2.2339, -0.1074], [-0.1791, -1.5789, 0.7385], [2.2001, -1.2062, 3.4240], [1.3685, -0.9225, -1.7816], [-1.4127, -0.0410, 1.0463], [0.2200, 0.9675, -1.4286], [-1.3177, -1.0440, -0.9441], [-1.4097, 1.5994, -0.9224], [-0.5306, 0.4373, -1.4531], [0.0164, -0.0928, 0.9670], [0.0895, 0.2447, -0.4514], [1.3429, 1.2293, 0.8105], [-0.8960, -1.3014, 0.0179], [0.0033, -0.0981, 0.0439], [-0.1108, -0.5712, 0.2643], [0.0642, 0.1441, -0.2237]]}

---

Entry 6:
{"formula": "C4H10N2", "method": "ωB97M-V with the def2-TZVPD basis set", "relative_energy_kj_mol": 365.6, "fmax_ha_per_bohr": 0.075, "e_homo_ev": -7.3, "gap_ha": 0.306, "energy_ha": -267.7861, "total_charge": 0, "species": ["C", "C", "C", "C", "N", "N", "H", "H", "H", "H", "H", "H", "H", "H", "H", "H"], "xyz": [[0.78087, -0.82028, 0.98169], [-0.33269, -0.28412, 0.22651], [-1.37608, -1.07903, -0.52106], [-0.43375, 1.16435, 0.17079], [1.36275, -0.86509, -0.31394], [2.18653, 0.15416, -0.61034], [1.24344, -0.22447, 1.73201], [0.66586, -1.79025, 1.48504], [-2.34171, -0.65180, -0.13993], [-1.37990, -2.11010, -0.09959], [-1.36049, -0.81801, -1.55652], [-0.86140, 1.69505, 1.07413], [-1.07471, 1.49193, -0.61025], [0.59863, 1.54969, 0.01548], [1.98709, 0.57343, -1.53939], [2.39480, 0.94862, 0.16334]], "forces_ev_per_a": [[-0.3567, -2.0317, 1.5150], [1.0331, -0.6791, -1.0796], [-0.7876, 0.4671, 3.2739], [0.4035, 1.4890, 1.0899], [-2.3303, 0.2417, -0.1817], [1.9131, 3.2203, 0.9614], [0.4730, 1.1507, 0.3922], [-0.0423, -0.1093, -0.5476], [0.4199, -0.3691, -0.3573], [0.1318, 0.3555, -1.4015], [0.1922, -0.7634, -0.8788], [0.6593, -0.8427, -0.4967], [-0.4233, 0.3121, -1.0686], [-0.7264, 0.3076, -0.0110], [0.2430, -0.3553, 1.0254], [-0.8024, -2.3936, -2.2349]]}

---

What did the first record say?
{"formula": "C4H10N2", "method": "ωB97M-V with the def2-TZVPD basis set", "relative_energy_kj_mol": 237.9, "fmax_ha_per_bohr": 0.026, "smiles": "C=NC.C=NC", "e_homo_ev": -9.3, "gap_ha": 0.382, "energy_ha": -267.8347, "total_charge": 0, "species": ["C", "N", "C", "H", "H", "H", "H", "H", "C", "N", "C", "H", "H", "H", "H", "H"], "xyz": [[2.07381, -0.07128, 1.19369], [1.57652, 0.13767, 0.06311], [1.18956, 1.50568, -0.28098], [2.14349, -1.08710, 1.57863], [2.35034, 0.72753, 1.89969], [2.07216, 2.15437, -0.17438], [0.49417, 1.88326, 0.47205], [0.70727, 1.50182, -1.24770], [-2.11244, -0.72052, 0.75267], [-1.45433, -0.12214, -0.13270], [-1.10225, -0.83765, -1.34233], [-2.40775, -0.24941, 1.68048], [-2.46679, -1.74042, 0.54204], [-0.58907, -0.16286, -2.02191], [-1.99453, -1.21620, -1.84928], [-0.48015, -1.70277, -1.13308]], "forces_ev_per_a": [[-0.1406, 0.1310, 0.5321], [-0.6670, -0.2347, -0.1401], [0.8334, 0.0016, 1.0481], [0.4522, -0.0687, -0.2712], [-0.1245, 0.0183, -0.0622], [-0.1705, 0.0377, -0.6753], [-0.2239, -0.1700, -0.2143], [0.2008, 0.3522, -0.1942], [-0.2947, -0.6984, -0.8833], [0.2516, 0.6524, 0.4765], [-0.4535, -0.1409, -0.2119], [0.0811, 0.1888, 0.0899], [-0.0353, -0.0763, 0.4540], [0.1137, -0.1309, -0.0205], [-0.1095, 0.0900, -0.0120], [0.2867, 0.0479, 0.0842]]}